A molecular structure, C54H39BCl5F2N7NaO4S. Source: OMol25; level of theory: ωB97M-V/def2-TZVPD.

charge = -1
maximum force = 0.538 eV Å⁻¹
electronic energy = -5851.71723 Eh
ΔE to the lowest compared entry with this formula, charge and spin = 114.1 kJ/mol
2S+1 = 1
frontier orbital gap (spin up / spin down) = 0.1087 / 0.1133 Ha

Last column: Mulliken charge in e.
Element x y z (Å)
Na 0.66024 0.44014 0.07180  1.596
Cl -1.49649 -0.43839 2.33293  -0.048
C -0.67737 0.81404 3.26806  -0.383
Cl 1.05238 0.93346 2.87058  -0.090
H -0.75742 0.57374 4.32127  0.439
H -1.13257 1.76648 3.02086  0.181
F -1.79302 4.07048 -3.42450  -0.485
C -0.62572 3.58766 -2.91289  0.506
C -0.30741 2.28430 -3.10307  -1.264
C 0.91123 1.73997 -2.56392  0.727
C 1.71558 2.64225 -1.76155  -0.210
C 1.32977 3.96063 -1.66337  0.689
F 2.10122 4.80421 -0.91116  -0.477
C 0.17531 4.49875 -2.20675  -0.981
C 2.93343 2.20368 -1.05139  -0.571
C 4.18503 2.70936 -1.42397  -0.856
C 5.31896 2.28489 -0.76399  -0.574
C 5.19372 1.34499 0.25301  -1.223
C 3.92415 0.88388 0.55031  -0.119
N 2.82089 1.29423 -0.06978  0.404
H -0.98477 1.64933 -3.65985  0.398
H -0.12908 5.51589 -2.01858  0.461
H 4.23526 3.42454 -2.23321  0.521
H 6.29294 2.66743 -1.04519  0.411
H 6.05165 0.97376 0.79716  0.412
H 3.77894 0.14380 1.33250  0.407
C -12.40859 3.28520 -3.82429  -0.835
O -11.62481 4.02223 -2.91294  -0.475
C -10.36032 3.56541 -2.66479  1.038
C -9.58918 4.34411 -1.80232  -0.556
C -8.30364 3.96505 -1.48684  -0.510
C -7.74646 2.79846 -2.02212  0.188
C -8.52432 2.03650 -2.88268  -0.819
C -9.82614 2.40644 -3.20764  -0.582
C -6.37334 2.43639 -1.65894  0.202
N -5.57028 3.18372 -0.94114  -0.858
C -4.39344 2.47221 -0.85195  0.955
C -4.50043 1.27995 -1.51719  -0.487
N -5.77609 1.26257 -2.03271  -0.080
C -3.46182 0.29322 -1.59822  1.092
C -3.58943 -0.92173 -2.23099  -0.871
C -2.49190 -1.80862 -2.23281  -1.410
C -1.33842 -1.39180 -1.59392  -0.500
N -1.16687 -0.22683 -0.98172  0.624
C -2.23089 0.65647 -0.95527  -0.972
C -2.09135 1.89176 -0.26644  -0.280
N -0.88994 2.18876 0.33402  0.814
C -0.77446 3.33891 0.98025  -0.821
C -1.78331 4.27969 1.12945  -1.330
C -3.01051 4.00959 0.51535  -0.913
C -3.17210 2.83483 -0.18304  0.661
H -13.35129 3.81894 -3.91592  0.241
H -12.60231 2.27224 -3.45850  0.324
H -11.93007 3.22620 -4.80637  0.336
H -10.02259 5.24689 -1.39218  0.415
H -7.69612 4.56364 -0.82222  0.482
H -8.12777 1.13428 -3.33231  0.238
H -10.39718 1.78537 -3.88246  0.366
H -6.18038 0.52604 -2.57942  0.201
H -4.51765 -1.19271 -2.72364  0.309
H -2.53501 -2.76898 -2.72954  0.542
H -0.46628 -2.04681 -1.58581  0.422
H 0.20810 3.53438 1.40815  0.415
H -1.59935 5.20168 1.66341  0.408
H -3.83741 4.70742 0.56623  0.510
O 0.50736 -0.45452 -3.85738  -0.586
B 1.28145 0.35761 -2.96259  1.967
O 2.44154 -0.41360 -2.57450  -0.575
C 2.33304 -1.60275 -3.22145  0.470
C 3.19082 -2.67877 -3.18677  -0.408
C 2.82778 -3.81588 -3.91855  -0.698
C 1.65032 -3.84929 -4.64949  -0.575
C 0.78923 -2.74701 -4.69024  -0.827
C 1.15612 -1.62946 -3.97321  0.287
H 4.10841 -2.64159 -2.61346  0.510
H 3.47881 -4.68118 -3.91192  0.404
H 1.39215 -4.74310 -5.20405  0.391
H -0.13276 -2.76028 -5.25599  0.510
Cl -4.03526 -4.21840 0.46717  -0.225
C -2.44248 -4.73358 0.91194  0.390
C -1.39045 -4.58316 0.02160  -0.823
C -0.12655 -5.00384 0.39855  0.032
C 0.11047 -5.57057 1.64883  -0.525
C 1.51735 -5.93491 2.07188  -0.292
C 2.20198 -4.75894 2.76711  -1.744
N 2.21489 -3.57952 1.93516  0.351
C 3.02967 -3.35177 0.84774  -1.236
C 2.50661 -2.26698 0.21394  -0.523
N 1.36194 -1.84957 0.85401  0.774
C 1.22911 -2.64615 1.88099  -0.979
O 2.32265 -6.28833 0.96635  -0.161
C 2.05049 -7.58579 0.46563  -0.972
C 2.35234 -8.67131 1.45826  0.120
C 3.59440 -8.94532 1.95040  0.641
Cl 5.05914 -8.16407 1.51560  -0.209
S 3.59663 -10.21614 3.10078  -0.191
C 1.90179 -10.40629 2.94302  -0.405
C 1.37670 -9.52756 2.04788  -0.650
C -0.97157 -5.69475 2.51332  0.721
Cl -0.74851 -6.36498 4.11479  -0.247
C -2.24780 -5.28742 2.16560  -0.742
H -1.55782 -4.11488 -0.93814  0.553
H 0.70942 -4.86575 -0.27777  0.554
H 1.47755 -6.76354 2.78709  0.969
H 3.22524 -5.03949 3.01937  0.464
H 1.66599 -4.52901 3.68844  0.418
H 3.87870 -3.97863 0.63974  0.517
H 2.87059 -1.75268 -0.65840  0.770
H 0.42197 -2.61968 2.59771  0.305
H 2.67266 -7.68988 -0.42345  0.490
H 1.00212 -7.66138 0.15581  0.341
H 1.38421 -11.14980 3.52644  0.435
H 0.32360 -9.47090 1.80959  0.381
H -3.06946 -5.39419 2.85835  0.472